Here is a single C26H21F2NO5 molecule at a distorted geometry from OMol25. Energies are from wB97M-V/def2-TZVPD.

Results
ΔE to the lowest compared entry with this formula, charge and spin = 0.0 kJ/mol
Molecular weight = 465.45 g mol⁻¹
Multiplicity = 1
Highest occupied orbital energy = -0.323 Ha

CARTESIAN COORDINATES (ANGSTROEM)
C1 -2.5828 1.0484 3.5401
C2 -2.7441 0.3687 2.2080
O1 -1.6969 0.9214 1.3501
C3 -1.4320 0.1474 0.2859
O2 -1.8960 -0.9790 0.1641
C4 -0.4601 0.7415 -0.7332
C5 -0.4706 -0.3626 -1.7645
O3 0.4045 -1.2158 -1.8433
C6 -1.6942 -0.4433 -2.6290
C7 -2.8624 0.3302 -2.4290
C8 -4.0453 0.0145 -3.0804
C9 -4.0723 -1.0793 -3.9677
N1 -5.3157 -1.5264 -4.5070
O4 -5.3101 -2.5475 -5.2333
O5 -6.3585 -0.8911 -4.2301
C10 -2.8949 -1.8013 -4.2556
C11 -1.7126 -1.4566 -3.6177
C12 0.8760 0.9919 -0.1172
C13 1.2568 -0.0982 0.8579
C14 1.1888 0.1236 2.1818
C15 1.9113 -0.5939 3.2123
C16 1.4259 -0.6109 4.5400
C17 2.1815 -1.1814 5.5595
C18 3.4492 -1.7219 5.2891
C19 3.8871 -1.7365 3.9631
F1 5.1511 -2.2051 3.6982
C20 3.1339 -1.2337 2.9099
C21 1.9891 1.2842 -1.1379
C22 2.1438 2.5871 -1.6268
C23 3.0883 2.8683 -2.6193
C24 3.8954 1.8520 -3.1445
C25 3.7549 0.5785 -2.6041
F2 4.5024 -0.4463 -3.1330
C26 2.8612 0.2843 -1.5703
H1 -3.4437 0.8313 4.1768
H2 -1.6892 0.6653 4.0518
H3 -2.4946 2.1359 3.4235
H4 -2.6193 -0.7185 2.2883
H5 -3.7113 0.5950 1.7338
H6 -0.8841 1.6789 -1.1415
H7 -2.8457 1.1911 -1.7637
H8 -4.9632 0.5664 -2.8944
H9 -2.9446 -2.6271 -4.9647
H10 -0.7978 -1.9946 -3.8653
H11 0.7458 1.9045 0.4811
H12 1.5973 -1.0481 0.4404
H13 0.5300 0.9279 2.5262
H14 0.4513 -0.1598 4.7448
H15 1.8022 -1.1795 6.5830
H16 4.0743 -2.1320 6.0784
H17 3.4981 -1.2375 1.8846
H18 1.5099 3.3809 -1.2209
H19 3.1864 3.8917 -2.9823
H20 4.6293 2.0409 -3.9248
H21 2.8164 -0.7238 -1.1713

Atoms 1-3, force components in eV/Å:
C 0.079 0.074 0.339
C 0.118 0.146 0.095
O -0.355 -0.351 -0.703